(1)
This record from the Open Molecules 2025 dataset describes C13H23HfINP as an isolated structure in a non-equilibrium geometry. The level of theory is wB97M-V/def2-TZVPD.

As for the HOMO energy (spin up / spin down): -14.79 / -14.81 eV. Its gap between HOMO and LUMO (spin up / spin down) is 4.29 / 4.36 eV.

ORCA input file:
```
! RIJCOSX wB97M-V def2-TZVPD def2/J DEFGRID3
* xyz 2 1
C 0.626 3.460 -1.533
C -0.674 3.070 -1.239
C -0.912 2.028 -0.320
C 0.130 1.406 0.378
C 1.424 1.787 0.055
C 1.670 2.816 -0.886
C -2.251 1.332 -0.323
C -1.973 -0.181 0.086
N -2.593 -1.181 -0.708
Hf -0.612 -1.042 1.480
C 2.583 0.983 0.608
P 1.973 -0.679 1.253
H -1.518 3.504 -1.779
H 2.709 3.055 -1.105
H 0.828 4.252 -2.253
H 3.064 1.493 1.474
H 3.313 0.693 -0.185
H -2.924 1.786 0.442
H -2.723 1.306 -1.327
H -0.815 -0.327 -0.269
C 3.459 -1.213 2.191
C 2.050 -1.680 -0.322
H -2.294 -0.092 1.180
C -1.911 -1.241 -2.002
C -3.066 -2.487 -0.299
H 1.901 -0.081 2.834
H -2.545 -1.812 -2.689
H -1.849 -0.201 -2.367
H -0.853 -1.614 -1.961
H -3.536 -2.948 -1.174
H -2.303 -3.199 0.064
H -3.834 -2.377 0.450
H 3.106 -1.606 -0.612
H 1.772 -2.735 -0.167
H 1.421 -1.273 -1.129
H 4.336 -1.158 1.554
H 3.502 -0.518 3.042
H 3.216 -2.205 2.568
H -2.601 -1.838 1.552
I -1.296 0.719 3.438
*
```

Atom charges from the Löwdin analysis, given in e for atoms 1 to 5: atom 1 (C): -0.0332, atom 2 (C): -0.0041, atom 3 (C): -0.2478, atom 4 (C): -0.1197, atom 5 (C): -0.3077

---

(2)
This record from the Open Molecules 2025 dataset describes C13H23I2MnNO5PrS2 as an isolated structure in a non-equilibrium geometry. The level of theory is wB97M-V/def2-TZVPD.

The expectation value of S² is 12.17. As for the HOMO energy (spin up / spin down): -21.07 / -20.89 eV. Its gap between HOMO and LUMO (spin up / spin down) is 6.02 / 5.51 eV.

ORCA input file:
```
! RIJCOSX wB97M-V def2-TZVPD def2/J DEFGRID3
* xyz 4 7
I -0.360 -0.933 -3.913
I -3.516 -2.110 -1.965
Pr -1.889 -0.389 1.301
Mn -0.572 -0.044 -1.541
S -2.383 0.945 -1.138
S -1.262 -1.998 -0.946
C 0.652 0.727 -0.504
C -2.458 2.887 -1.098
C -0.377 -3.764 -1.202
C -3.906 3.225 -1.475
C -2.077 3.307 0.318
C -1.428 3.427 -2.087
C -1.102 -4.547 -2.310
C -0.454 -4.339 0.187
C 1.059 -3.432 -1.655
C -3.599 0.987 3.160
C -3.157 -1.871 3.424
O 1.319 1.551 0.044
O -4.367 1.348 3.944
O -3.342 -2.659 4.241
H -4.613 2.762 -0.765
H -4.095 2.840 -2.487
H -4.042 4.320 -1.465
H -2.686 2.804 1.097
H -2.253 4.390 0.463
H -1.006 3.108 0.548
H -0.399 3.157 -1.792
H -1.519 4.523 -2.139
H -1.618 3.000 -3.075
H -0.605 -5.555 -2.370
H -1.018 -3.992 -3.289
H -2.183 -4.661 -2.060
H 0.269 -5.168 0.306
H -1.458 -4.731 0.410
H -0.196 -3.561 0.923
H 1.648 -4.382 -1.667
H 1.537 -2.694 -0.980
H 1.051 -2.990 -2.681
N 3.511 -1.960 2.714
C 2.037 -1.897 3.126
C 1.344 -1.407 1.896
O 0.101 -1.081 2.075
O 1.995 -1.288 0.852
H 3.605 -2.465 1.795
H 4.114 -2.421 3.416
H 3.841 -0.978 2.560
H 1.736 -2.919 3.354
H 1.916 -1.287 4.032
*
```

Atom charges from the Löwdin analysis, given in e for atoms 1 to 5: atom 1 (I): 0.8361, atom 2 (I): 0.8960, atom 3 (Pr): 0.9028, atom 4 (Mn): -0.2553, atom 5 (S): 0.5998

---

(3)
This record from the Open Molecules 2025 dataset describes C13H23I2NO5PmS2Y as an isolated structure in a non-equilibrium geometry. The level of theory is wB97M-V/def2-TZVPD.

The expectation value of S² is 6.01. As for the HOMO energy (spin up / spin down): -18.43 / -18.43 eV. Its gap between HOMO and LUMO (spin up / spin down) is 3.68 / 3.80 eV.

ORCA input file:
```
! RIJCOSX wB97M-V def2-TZVPD def2/J DEFGRID3
* xyz 4 5
I -1.267 4.931 0.010
I -3.585 3.809 0.104
Pm -2.580 -0.857 -0.204
Y 0.878 0.459 0.270
S -1.302 0.430 1.759
S -0.918 0.626 -1.661
C 0.805 -1.970 0.856
C -2.055 0.489 3.579
C -0.307 0.637 -3.524
C -3.576 0.299 3.414
C -1.435 -0.587 4.476
C -1.737 1.903 4.049
C -1.557 0.960 -4.333
C 0.272 -0.723 -3.941
C 0.697 1.757 -3.595
C -2.157 -2.712 1.263
C -1.239 -2.614 -1.079
O 0.942 -3.092 1.164
O -1.883 -3.606 1.950
O -0.522 -3.428 -1.425
H -3.841 -0.710 3.019
H -3.974 1.076 2.720
H -4.065 0.424 4.406
H -1.590 -1.613 4.089
H -1.915 -0.520 5.477
H -0.349 -0.417 4.579
H -0.653 2.050 4.101
H -2.180 2.059 5.041
H -2.145 2.630 3.333
H -1.278 1.101 -5.388
H -2.002 1.882 -3.948
H -2.320 0.168 -4.269
H 0.622 -0.660 -5.000
H -0.481 -1.540 -3.874
H 1.137 -1.003 -3.308
H 0.990 1.928 -4.629
H 1.579 1.548 -3.000
H 0.242 2.653 -3.193
N 5.390 -0.941 0.328
C 4.604 -0.949 -0.989
C 3.239 -0.361 -0.598
O 3.092 0.083 0.617
O 2.228 -0.339 -1.402
H 5.009 -0.153 0.892
H 6.414 -0.936 0.162
H 5.143 -1.832 0.809
H 5.161 -0.340 -1.738
H 4.470 -1.999 -1.372
*
```

Atom charges from the Löwdin analysis, given in e for atoms 1 to 5: atom 1 (I): 0.1200, atom 2 (I): 0.1030, atom 3 (Pm): 1.2272, atom 4 (Y): 1.2024, atom 5 (S): 0.4287

---

(4)
This record from the Open Molecules 2025 dataset describes C13H23N2O2RhSe2Si as an isolated structure in a non-equilibrium geometry. The level of theory is wB97M-V/def2-TZVPD.

The value obtained for the relative energy (zero: lowest compared OMol25 entry of this formula, charge and spin) is 1.026 eV. As for the HOMO energy: -7.13 eV. Its gap between HOMO and LUMO is 6.26 eV.

ORCA input file:
```
! RIJCOSX wB97M-V def2-TZVPD def2/J DEFGRID3
* xyz 0 1
Rh 0.955 -0.436 0.042
O 0.985 1.501 -1.213
C 2.200 2.252 -1.453
C 3.004 2.392 -0.162
C 3.873 3.652 -0.356
O 4.870 3.828 0.631
C 3.944 1.214 0.124
Se 3.307 -0.486 -0.504
C 2.042 2.638 1.003
Se 1.262 1.068 1.842
H 0.472 1.410 -2.022
H 1.919 3.246 -1.812
H 2.806 1.757 -2.214
H 3.226 4.536 -0.421
H 4.414 3.564 -1.302
H 4.447 3.918 1.491
H 4.096 1.127 1.198
H 4.920 1.368 -0.335
H 1.210 3.262 0.677
H 2.561 3.165 1.807
C -4.507 -2.589 -0.305
Si -4.038 -0.791 -0.241
C -4.852 0.145 -1.616
C -4.480 -0.072 1.410
C -2.217 -0.672 -0.404
C -1.000 -0.550 -0.474
H -5.593 -2.713 -0.296
H -4.108 -3.119 0.563
H -4.121 -3.067 -1.207
H -5.939 0.133 -1.508
H -4.599 -0.289 -2.585
H -4.519 1.184 -1.616
H -5.560 0.062 1.515
H -3.997 0.897 1.545
H -4.137 -0.727 2.215
N -0.212 -3.027 0.449
C 0.095 -4.321 0.457
C 1.435 -4.427 0.787
C 1.863 -3.115 0.962
N 0.851 -2.261 0.772
H -1.074 -2.537 0.206
H -0.647 -5.066 0.228
H 2.015 -5.326 0.887
H 2.830 -2.729 1.234
*
```

Atom charges from the Löwdin analysis, given in e for atoms 1 to 5: atom 1 (Rh): 0.4531, atom 2 (O): -0.2041, atom 3 (C): -0.2085, atom 4 (C): -0.5815, atom 5 (C): -0.2295

---

(5)
This record from the Open Molecules 2025 dataset describes C13H23N3Ni2O13 as an isolated structure in a non-equilibrium geometry. The level of theory is wB97M-V/def2-TZVPD.

The expectation value of S² is 6.04. As for the HOMO energy (spin up / spin down): -7.16 / -7.11 eV. Its gap between HOMO and LUMO (spin up / spin down) is 5.39 / 5.24 eV.

ORCA input file:
```
! RIJCOSX wB97M-V def2-TZVPD def2/J DEFGRID3
* xyz 0 5
Ni -0.794 1.249 -3.407
Ni -2.773 1.044 -1.344
C 1.460 3.700 -0.827
C 1.621 4.432 0.277
C 0.613 4.349 1.441
O 0.654 4.984 2.576
C -0.476 3.554 1.335
C -0.630 2.599 0.149
C 0.449 2.655 -0.953
O 0.367 1.870 -1.896
O -1.655 1.883 0.036
O 2.631 5.261 0.206
H 2.140 3.829 -1.656
H -1.200 3.444 2.129
O -1.577 -0.209 -2.362
H -1.263 -1.104 -2.131
O -2.288 2.415 -2.755
H -2.453 3.312 -3.106
C -3.127 -0.281 2.345
N -3.267 -1.178 1.194
O -3.001 -0.763 0.097
O -3.636 -2.319 1.413
H -3.214 -0.788 3.306
H -3.806 0.572 2.348
H -2.113 0.119 2.361
C 3.128 0.834 -3.125
N 2.190 -0.269 -3.082
O 1.109 -0.173 -3.693
O 2.507 -1.240 -2.419
H 4.119 0.419 -3.309
H 2.962 1.358 -2.184
H 2.803 1.420 -3.985
C -2.802 -3.466 -1.993
N -3.356 -4.391 -2.998
O -3.547 -4.047 -4.143
O -3.515 -5.550 -2.670
H -1.752 -3.361 -2.268
H -2.949 -3.735 -0.947
H -3.294 -2.505 -2.146
C 0.423 -1.707 0.816
C 1.477 -0.764 1.457
O 1.675 -1.343 2.717
C 2.951 -1.035 3.316
C 3.107 -1.732 4.636
H 0.922 -2.638 0.548
H -0.464 -1.958 1.398
H 0.040 -1.418 -0.163
H 2.382 -0.757 0.849
H 1.076 0.248 1.521
H 3.716 -1.273 2.578
H 2.948 0.034 3.527
H 3.028 -2.819 4.602
H 2.381 -1.285 5.315
H 4.074 -1.476 5.068
*
```

Atom charges from the Löwdin analysis, given in e for atoms 1 to 5: atom 1 (Ni): 0.8639, atom 2 (Ni): 0.8538, atom 3 (C): -0.0088, atom 4 (C): -0.3298, atom 5 (C): -0.3435

---

(6)
This record from the Open Molecules 2025 dataset describes C13H23N4O2P2Rh as an isolated structure in a non-equilibrium geometry. The level of theory is wB97M-V/def2-TZVPD.

The expectation value of S² is 6.05. As for the HOMO energy (spin up / spin down): -11.59 / -15.47 eV. Its gap between HOMO and LUMO (spin up / spin down) is 4.67 / 5.38 eV.

ORCA input file:
```
! RIJCOSX wB97M-V def2-TZVPD def2/J DEFGRID3
* xyz 2 5
Rh 0.060 -0.765 0.011
P -0.008 0.188 2.054
C -0.242 1.934 1.555
C 0.672 2.231 0.417
N 0.849 1.225 -0.472
C 1.556 1.384 -1.603
C 2.238 2.576 -1.835
C 2.119 3.617 -0.917
C 1.307 3.455 0.203
C 1.549 0.236 -2.597
P 0.134 -0.874 -2.191
H 1.156 4.237 0.944
H 2.842 2.651 -2.741
H 2.651 4.549 -1.075
H 1.457 0.606 -3.627
H 2.475 -0.355 -2.519
H -1.445 1.981 1.168
H -0.131 2.616 2.395
H -2.900 0.901 0.407
O -2.770 1.845 0.894
H -3.065 2.548 0.291
H -1.981 -0.776 -0.153
O -2.924 -0.368 -0.276
H -3.571 -1.074 -0.083
C -1.255 -0.114 -3.099
H -0.953 0.070 -4.138
H -2.120 -0.788 -3.071
H -1.532 0.840 -2.632
C 0.431 -2.496 -2.922
H -0.462 -3.111 -2.749
H 0.625 -2.414 -4.000
H 1.286 -2.965 -2.419
C 1.561 0.056 2.941
H 1.555 0.710 3.823
H 1.697 -0.989 3.251
H 2.388 0.335 2.279
C -1.336 -0.188 3.220
H -1.371 -1.274 3.363
H -1.137 0.300 4.182
H -2.305 0.158 2.837
N 0.086 -2.474 0.761
C 0.288 -3.513 1.270
N 0.761 -4.592 1.742
C 0.115 -5.587 2.299
N -0.352 -6.533 2.812
*
```

Atom charges from the Löwdin analysis, given in e for atoms 1 to 5: atom 1 (Rh): 0.7193, atom 2 (P): 0.7756, atom 3 (C): -0.2365, atom 4 (C): -0.3083, atom 5 (N): -0.0574

---

> Which formula does entry 1 have?

C13H23HfINP